# C20H59CuO19

A structure of composition C20H59CuO19 at a distorted geometry (the ωB97M-V functional and the def2-TZVPD basis, the OMol25 dataset).

Summary:
E, Eh: -3866.84610
Energy relative to the best compared isomer or geometry (same formula, charge and spin), kcal per mole: 0.0
HOMO (spin up / spin down), eV: -11.9 / -11.9

The geometry in ORCA input format:
```
! RIJCOSX wB97M-V def2-TZVPD def2/J DEFGRID3
* xyz 1 2
Cu -4.314 14.454 -29.060
C -7.521 14.025 -26.712
C -7.049 12.890 -27.575
O -5.914 13.177 -28.302
H -7.926 14.776 -27.404
H -6.710 14.352 -26.066
H -8.434 13.922 -26.122
H -7.793 12.783 -28.390
H -6.953 12.001 -26.939
C -6.640 14.128 -33.864
C -7.201 13.499 -32.581
O -6.253 12.919 -31.674
O -5.950 13.219 -34.677
H -5.920 14.872 -33.500
H -7.354 14.750 -34.407
H -7.909 12.706 -32.861
H -7.733 14.258 -31.994
H -6.780 12.691 -30.906
H -6.377 12.357 -34.676
C -7.693 17.160 -25.029
C -7.401 18.630 -24.674
O -7.909 18.951 -23.411
O -7.124 16.127 -24.216
H -7.393 16.955 -26.064
H -8.776 17.010 -25.024
H -7.935 19.256 -25.395
H -6.347 18.888 -24.828
H -7.294 19.110 -22.690
H -6.313 16.543 -23.889
C -4.276 9.929 -28.134
C -4.781 8.545 -27.759
O -5.971 8.584 -26.981
O -5.179 10.428 -29.168
H -3.285 9.894 -28.587
H -4.288 10.554 -27.239
H -3.982 7.996 -27.249
H -4.944 7.880 -28.610
H -6.650 8.444 -27.651
H -5.530 11.234 -28.776
C -7.887 10.633 -24.125
C -8.984 10.687 -23.103
O -8.720 11.616 -22.099
O -8.218 9.854 -25.293
H -6.926 10.245 -23.778
H -7.726 11.667 -24.466
H -9.190 9.675 -22.740
H -9.924 10.851 -23.649
H -9.014 12.510 -22.338
H -7.514 9.948 -25.942
C -4.157 13.371 -25.099
C -4.139 12.039 -24.373
O -3.951 12.089 -22.974
O -3.106 14.295 -24.887
H -5.027 13.964 -24.773
H -4.386 13.118 -26.141
H -3.253 11.478 -24.682
H -5.018 11.495 -24.736
H -4.716 12.502 -22.551
H -2.785 14.147 -23.987
C -8.166 19.028 -28.495
C -8.100 18.204 -29.770
O -8.145 16.796 -29.498
O -9.441 19.647 -28.310
H -7.545 19.927 -28.568
H -7.799 18.434 -27.653
H -7.077 18.374 -30.111
H -8.850 18.551 -30.478
H -9.041 16.517 -29.283
H -10.019 19.096 -27.770
C -11.242 15.247 -28.963
C -11.997 13.941 -29.223
O -11.408 12.885 -28.454
O -11.964 16.095 -28.090
H -11.092 15.883 -29.843
H -10.280 15.019 -28.475
H -11.907 13.617 -30.265
H -13.071 14.034 -29.056
H -10.983 12.299 -29.084
H -12.440 15.573 -27.435
C -9.747 10.131 -29.871
C -9.450 8.668 -29.540
O -8.118 8.636 -29.060
O -11.113 10.340 -30.290
H -9.162 10.485 -30.724
H -9.662 10.894 -29.091
H -9.556 8.017 -30.413
H -10.259 8.316 -28.898
H -7.540 9.007 -29.736
H -11.736 10.110 -29.592
C -9.749 16.320 -21.805
C -9.530 14.827 -21.704
O -9.092 14.295 -22.976
O -8.587 17.050 -21.428
H -10.566 16.670 -21.163
H -10.144 16.667 -22.767
H -10.509 14.364 -21.576
H -8.808 14.615 -20.918
H -8.388 14.836 -23.361
H -8.104 17.184 -22.250
*
```

In elementary charge units, the Löwdin charges are:
1. Cu 0.80
2. C -0.05
3. C -0.29
4. O -0.04
5. H 0.07
6. H 0.06
7. H 0.10
8. H 0.17
9. H 0.13
10. C -0.25
11. C -0.23
12. O -0.08
13. O -0.04
14. H 0.12
15. H 0.12
16. H 0.12
17. H 0.12
18. H 0.05
19. H 0.09
20. C -0.22
21. C -0.23
22. O -0.04
23. O -0.09
24. H 0.09
25. H 0.13
26. H 0.12
27. H 0.13
28. H 0.11
29. H 0.11
30. C -0.19
31. C -0.24
32. O -0.06
33. O -0.09
34. H 0.12
35. H 0.10
36. H 0.12
37. H 0.13
38. H 0.05
39. H 0.01
40. C -0.24
41. C -0.27
42. O -0.05
43. O -0.08
44. H 0.12
45. H 0.10
46. H 0.13
47. H 0.13
48. H 0.04
49. H 0.03
50. C -0.26
51. C -0.25
52. O -0.03
53. O -0.05
54. H 0.10
55. H 0.09
56. H 0.13
57. H 0.10
58. H 0.10
59. H 0.10
60. C -0.24
61. C -0.21
62. O -0.10
63. O -0.06
64. H 0.12
65. H 0.09
66. H 0.11
67. H 0.13
68. H 0.03
69. H 0.09
70. C -0.24
71. C -0.20
72. O -0.08
73. O -0.07
74. H 0.12
75. H 0.10
76. H 0.12
77. H 0.13
78. H 0.03
79. H 0.09
80. C -0.22
81. C -0.20
82. O -0.07
83. O -0.09
84. H 0.12
85. H 0.10
86. H 0.13
87. H 0.13
88. H 0.09
89. H 0.10
90. C -0.24
91. C -0.19
92. O -0.11
93. O -0.07
94. H 0.12
95. H 0.12
96. H 0.13
97. H 0.13
98. H 0.05
99. H 0.03